{
  "formula": "C4H12",
  "method": "ωB97M-V/def2-TZVPD",
  "species": ["C", "C", "H", "H", "H", "H", "H", "H", "C", "C", "H", "H", "H", "H", "H", "H"],
  "positions_angstrom": [[2.56, -1.10, -1.58], [1.17, -0.81, -1.04], [2.69, -0.60, -2.55], [3.25, -0.70, -0.84], [2.71, -2.15, -1.83], [0.38, -1.09, -1.73], [1.07, -0.94, 0.04], [1.00, 0.29, -1.12], [-1.85, 1.61, 1.21], [-1.88, 0.10, 1.38], [-1.35, 2.24, 1.96], [-1.42, 1.90, 0.25], [-2.85, 2.02, 1.47], [-0.84, -0.19, 1.51], [-2.31, -0.43, 0.54], [-2.34, -0.16, 2.34]],
  "lowdin_spin": [0.157, 0.249, 0.024, 0.024, 0.016, 0.046, 0.031, 0.054, 0.151, 0.111, 0.023, 0.039, 0.012, 0.025, 0.026, 0.011],
  "lumo_energy_ev": [4.27, 4.43],
  "fmax_ev_per_a": 2.321,
  "e_above_lowest_ev": 0.655,
  "multiplicity": 2,
  "total_charge": -1,
  "homo_ev": [1.5, -7.3],
  "energy_ha": -159.5061,
  "gap_ev": [2.75, 11.74]
}

{
  "formula": "C54H106O33",
  "method": "ωB97M-V/def2-TZVPD",
  "species": ["C", "C", "C", "O", "C", "O", "O", "H", "H", "H", "H", "H", "H", "C", "C", "C", "O", "C", "O", "O", "H", "H", "H", "H", "H", "H", "C", "C", "C", "O", "C", "O", "O", "H", "H", "H", "H", "H", "H", "C", "C", "C", "O", "C", "O", "O", "H", "H", "H", "H", "H", "H", "C", "C", "C", "O", "C", "O", "O", "H", "H", "H", "H", "H", "H", "C", "C", "C", "O", "C", "O", "O", "H", "H", "H", "H", "H", "H", "C", "O", "C", "C", "O", "C", "C", "O", "C", "H", "H", "H", "H", "H", "H", "H", "H", "H", "H", "H", "H", "H", "H", "C", "O", "C", "C", "O", "C", "C", "O", "C", "H", "H", "H", "H", "H", "H", "H", "H", "H", "H", "H", "H", "H", "H", "C", "O", "C", "C", "O", "C", "C", "O", "C", "H", "H", "H", "H", "H", "H", "H", "H", "H", "H", "H", "H", "H", "H", "C", "O", "C", "C", "O", "C", "C", "O", "C", "H", "H", "H", "H", "H", "H", "H", "H", "H", "H", "H", "H", "H", "H", "C", "O", "C", "C", "O", "C", "C", "O", "C", "H", "H", "H", "H", "H", "H", "H", "H", "H", "H", "H", "H", "H", "H"],
  "positions_angstrom": [[1.28, -5.84, -0.86], [1.77, -4.66, -1.67], [2.93, -5.01, -2.63], [2.44, -4.70, -3.91], [1.22, -4.20, -3.86], [0.53, -3.93, -4.86], [0.76, -4.28, -2.64], [0.93, -6.49, -1.67], [0.39, -5.65, -0.27], [2.11, -6.28, -0.31], [2.05, -3.81, -1.05], [3.17, -6.07, -2.51], [3.86, -4.50, -2.36], [0.00, -0.64, 4.63], [-0.45, 0.48, 3.69], [-1.29, 1.61, 4.30], [-0.55, 2.78, 4.30], [0.56, 2.52, 3.66], [1.44, 3.30, 3.38], [0.68, 1.20, 3.41], [0.59, -1.34, 4.05], [-0.81, -1.18, 5.13], [0.52, -0.22, 5.49], [-0.89, 0.03, 2.80], [-1.66, 1.47, 5.32], [-2.14, 1.89, 3.68], [-2.24, -5.22, 5.06], [-1.06, -4.33, 4.59], [0.18, -5.14, 4.43], [0.61, -4.82, 3.10], [-0.30, -4.15, 2.42], [-0.18, -3.55, 1.35], [-1.39, -3.97, 3.25], [-2.49, -5.97, 4.31], [-3.11, -4.56, 5.10], [-2.12, -5.67, 6.04], [-0.86, -3.48, 5.25], [0.03, -6.19, 4.68], [0.90, -4.69, 5.11], [-4.29, -2.48, -5.14], [-3.53, -2.15, -3.85], [-2.07, -2.50, -3.88], [-1.39, -1.26, -3.71], [-2.23, -0.27, -3.55], [-1.81, 0.90, -3.38], [-3.47, -0.76, -3.70], [-4.62, -3.52, -5.16], [-3.75, -2.44, -6.09], [-5.18, -1.86, -5.28], [-4.08, -2.49, -2.97], [-1.72, -2.94, -4.81], [-1.83, -3.15, -3.05], [4.42, 0.87, 1.70], [5.88, 1.28, 1.44], [6.16, 2.36, 0.45], [6.99, 3.34, 1.11], [7.17, 2.98, 2.35], [7.84, 3.52, 3.20], [6.43, 1.90, 2.63], [4.35, 0.30, 2.63], [4.08, 0.16, 0.95], [3.73, 1.71, 1.82], [6.40, 0.34, 1.24], [5.22, 2.84, 0.18], [6.58, 1.98, -0.49], [1.43, -0.75, 0.16], [0.19, -0.18, -0.56], [-1.11, -0.88, -0.25], [-1.93, 0.08, 0.25], [-1.30, 1.26, 0.32], [-1.81, 2.23, 0.85], [-0.07, 1.12, -0.06], [1.43, -0.53, 1.23], [2.37, -0.36, -0.23], [1.54, -1.83, 0.04], [0.42, -0.17, -1.62], [-1.04, -1.65, 0.52], [-1.67, -1.37, -1.04], [-3.71, -1.35, 3.44], [-3.36, -0.26, 4.34], [-4.42, 0.25, 5.11], [-5.55, 0.94, 4.29], [-6.42, -0.04, 3.74], [-7.50, 0.53, 2.90], [-6.90, 1.29, 1.75], [-6.08, 0.41, 0.98], [-5.31, 1.02, -0.06], [-4.03, -2.23, 4.00], [-2.91, -1.73, 2.81], [-4.53, -1.10, 2.77], [-4.04, 0.97, 5.83], [-4.85, -0.53, 5.74], [-5.00, 1.66, 3.69], [-6.15, 1.55, 4.97], [-7.99, 1.34, 3.43], [-8.21, -0.23, 2.56], [-6.40, 2.20, 2.06], [-7.70, 1.68, 1.12], [-5.92, 1.72, -0.64], [-4.92, 0.24, -0.71], [-4.62, 1.68, 0.47], [-4.16, -3.20, 0.41], [-3.87, -4.02, -0.74], [-2.64, -4.67, -0.66], [-2.68, -5.82, -1.71], [-2.68, -5.17, -2.99], [-2.86, -6.11, -4.09], [-1.54, -6.64, -4.71], [-0.81, -7.30, -3.69], [0.38, -7.96, -3.99], [-5.23, -3.00, 0.36], [-3.56, -2.30, 0.55], [-4.02, -3.81, 1.30], [-2.57, -5.16, 0.31], [-1.81, -3.98, -0.75], [-3.58, -6.39, -1.49], [-1.89, -6.54, -1.51], [-3.42, -5.53, -4.82], [-3.50, -6.98, -3.91], [-0.88, -5.87, -5.12], [-1.79, -7.31, -5.53], [0.24, -8.45, -4.95], [0.70, -8.58, -3.14], [1.14, -7.24, -4.29], [3.05, -2.23, 3.11], [4.02, -1.96, 2.13], [4.25, -3.14, 1.30], [5.16, -2.86, 0.07], [4.51, -2.16, -0.92], [5.29, -1.71, -1.97], [4.44, -0.80, -2.85], [3.30, -1.47, -3.42], [2.47, -0.65, -4.14], [3.29, -3.11, 3.70], [2.05, -2.39, 2.70], [2.92, -1.35, 3.73], [3.34, -3.56, 0.86], [4.77, -3.83, 1.96], [5.43, -3.78, -0.44], [6.14, -2.49, 0.35], [5.53, -2.54, -2.63], [6.21, -1.31, -1.53], [5.15, -0.42, -3.58], [4.17, 0.01, -2.17], [3.03, -0.20, -4.96], [1.90, 0.07, -3.54], [1.65, -1.16, -4.65], [6.89, 1.96, -5.15], [5.90, 1.97, -4.15], [5.43, 3.28, -3.91], [4.40, 3.39, -2.74], [3.05, 3.15, -3.27], [2.01, 2.81, -2.38], [1.70, 3.93, -1.37], [2.80, 4.13, -0.46], [2.58, 5.03, 0.58], [7.39, 1.00, -5.26], [7.62, 2.73, -4.91], [6.56, 2.21, -6.16], [5.09, 3.78, -4.83], [6.27, 3.88, -3.56], [4.40, 4.43, -2.42], [4.57, 2.65, -1.96], [2.20, 1.86, -1.87], [1.11, 2.66, -2.97], [0.80, 3.64, -0.83], [1.41, 4.82, -1.94], [2.44, 6.07, 0.28], [3.50, 5.09, 1.15], [1.71, 4.68, 1.13], [-2.37, 12.82, 1.95], [-2.31, 11.82, 0.97], [-3.42, 10.90, 1.05], [-3.11, 9.72, 0.12], [-1.88, 9.07, 0.49], [-1.46, 8.06, -0.37], [-0.67, 6.92, 0.20], [-1.57, 6.13, 0.97], [-0.95, 5.22, 1.81], [-3.38, 13.24, 1.97], [-1.73, 13.64, 1.64], [-2.12, 12.51, 2.96], [-4.43, 11.28, 0.92], [-3.49, 10.60, 2.10], [-3.11, 10.08, -0.91], [-3.88, 8.97, 0.33], [-0.80, 8.64, -1.01], [-2.24, 7.62, -1.00], [0.26, 7.16, 0.70], [-0.50, 6.35, -0.72], [-0.33, 4.51, 1.25], [-1.66, 4.56, 2.31], [-0.27, 5.67, 2.53]],
  "mulliken_charge": [-0.951, 1.988, -0.158, -0.335, -0.334, -0.665, 0.770, 0.080, -0.178, 0.463, -1.153, 0.405, -0.163, -1.084, 2.836, -0.331, -0.357, 0.392, -0.593, -0.254, -0.120, 0.128, 0.473, -1.472, 0.154, 0.125, -1.559, 0.690, -0.556, -0.415, -0.020, 0.175, 0.027, 0.355, 0.326, 0.429, -0.002, 0.303, 0.343, -1.769, 1.081, 0.472, -0.244, 0.582, -0.652, -0.408, 0.367, 0.387, 0.429, -0.007, 0.534, -0.636, -0.263, 0.548, 0.765, -0.414, 0.618, -0.611, -0.468, 0.218, -0.544, 0.431, 0.069, -0.511, 0.133, 1.424, 1.424, 0.523, 0.000, 0.123, -0.652, 0.516, -0.384, -0.926, -0.222, -0.524, -0.627, -0.660, -0.112, -0.038, -1.128, -0.219, -0.321, -0.563, -0.784, -0.234, -0.385, 0.322, -0.377, 0.238, 0.467, 0.369, 0.152, 0.447, 0.336, 0.344, 0.412, 0.514, 0.438, 0.010, 0.098, -0.577, -0.483, 0.718, -1.271, 0.079, -0.832, -0.359, -0.246, -0.788, 0.478, -0.191, 0.487, 0.621, -0.454, 0.482, 0.308, 0.218, 0.445, 0.149, 0.464, 0.377, 0.226, 0.235, -0.250, -0.249, -0.217, -1.550, 0.648, -1.334, 0.287, -0.078, -0.424, 0.347, -0.423, 0.414, 0.037, 0.590, 0.460, 0.501, 0.362, 0.351, 0.424, -0.303, 0.356, -0.055, 0.168, -0.945, -0.034, -1.193, 0.256, -0.559, 0.157, -0.185, -0.104, -0.491, 0.257, 0.358, 0.352, 0.391, 0.501, 0.400, -0.143, -0.453, 0.523, -0.039, 0.368, 0.207, 0.325, -0.016, -0.798, -0.304, -0.634, -0.466, -0.292, -1.078, 0.181, -0.368, -0.121, 0.316, 0.254, 0.311, 0.439, 0.363, 0.298, 0.369, 0.422, 0.405, 0.361, 0.031, -0.331, 0.207, 0.481],
  "lumo_energy_ev": 0.03,
  "fmax_ev_per_a": 4.181,
  "homo_ev": -8.9,
  "energy_ha": -4603.7509,
  "gap_ev": 8.93
}

{
  "formula": "C36H45N9",
  "method": "ωB97M-V/def2-TZVPD",
  "species": ["N", "C", "C", "C", "C", "H", "H", "H", "H", "H", "N", "C", "C", "C", "C", "H", "H", "H", "H", "H", "N", "C", "C", "C", "C", "H", "H", "H", "H", "H", "N", "C", "C", "C", "C", "H", "H", "H", "H", "H", "N", "C", "C", "C", "C", "H", "H", "H", "H", "H", "N", "C", "C", "C", "C", "H", "H", "H", "H", "H", "N", "C", "C", "C", "C", "H", "H", "H", "H", "H", "N", "C", "C", "C", "C", "H", "H", "H", "H", "H", "N", "C", "C", "C", "C", "H", "H", "H", "H", "H"],
  "positions_angstrom": [[-14.28, 9.53, 17.33], [-15.61, 9.86, 17.03], [-16.37, 9.26, 18.06], [-15.51, 8.60, 18.94], [-14.28, 8.53, 18.30], [-13.50, 9.83, 16.76], [-15.87, 10.55, 16.24], [-17.41, 9.29, 18.35], [-15.78, 8.02, 19.80], [-13.38, 7.97, 18.53], [-20.59, 11.48, 18.98], [-21.91, 11.42, 19.43], [-22.71, 11.22, 18.25], [-21.92, 11.25, 17.11], [-20.59, 11.30, 17.60], [-19.83, 11.62, 19.62], [-22.08, 11.28, 20.49], [-23.75, 10.94, 18.23], [-22.31, 11.18, 16.11], [-19.66, 11.40, 17.06], [-22.65, 9.84, 13.55], [-22.31, 9.13, 14.65], [-23.43, 8.59, 15.12], [-24.49, 9.05, 14.35], [-24.03, 9.83, 13.26], [-21.94, 10.24, 12.96], [-21.27, 8.98, 14.89], [-23.39, 7.90, 15.96], [-25.52, 8.86, 14.59], [-24.47, 10.33, 12.42], [-17.31, 7.35, 17.10], [-16.79, 6.08, 17.14], [-17.78, 5.18, 17.56], [-18.91, 5.95, 17.74], [-18.64, 7.34, 17.39], [-16.80, 8.22, 17.05], [-15.76, 5.77, 17.11], [-17.60, 4.12, 17.65], [-19.83, 5.53, 18.11], [-19.19, 8.27, 17.37], [-15.92, 9.27, 12.74], [-15.47, 9.15, 14.08], [-15.73, 7.90, 14.53], [-16.35, 7.28, 13.41], [-16.33, 8.04, 12.25], [-15.97, 10.13, 12.20], [-14.94, 9.97, 14.54], [-15.70, 7.62, 15.58], [-16.86, 6.34, 13.27], [-16.65, 8.05, 11.22], [-22.22, 7.13, 17.82], [-22.09, 5.83, 17.37], [-21.11, 5.78, 16.43], [-20.66, 7.08, 16.34], [-21.37, 7.92, 17.18], [-22.96, 7.50, 18.40], [-22.62, 5.02, 17.85], [-20.58, 4.89, 16.15], [-19.78, 7.45, 15.84], [-21.44, 8.99, 17.35], [-17.46, 9.20, 15.94], [-18.23, 10.28, 16.12], [-19.54, 9.90, 15.88], [-19.52, 8.69, 15.23], [-18.21, 8.29, 15.23], [-16.47, 9.12, 16.08], [-17.65, 11.10, 16.53], [-20.42, 10.47, 16.14], [-20.29, 8.20, 14.66], [-17.74, 7.33, 15.07], [-19.25, 8.44, 12.69], [-20.14, 8.01, 11.73], [-21.03, 9.04, 11.43], [-20.73, 10.06, 12.26], [-19.69, 9.67, 13.09], [-18.37, 7.99, 12.88], [-19.91, 7.06, 11.28], [-21.87, 9.01, 10.75], [-21.30, 10.98, 12.24], [-19.21, 10.21, 13.89], [-16.68, 12.44, 16.64], [-16.35, 12.19, 15.39], [-15.02, 12.44, 15.20], [-14.49, 12.82, 16.45], [-15.58, 12.71, 17.31], [-17.62, 12.52, 17.00], [-17.11, 11.80, 14.74], [-14.40, 12.37, 14.32], [-13.52, 13.24, 16.65], [-15.69, 12.81, 18.38]],
  "mulliken_charge": [-0.006, 0.401, 0.264, -0.794, -1.079, 0.284, -0.571, 0.387, 0.478, 0.435, -0.066, -0.824, -0.458, -0.706, 0.278, 0.234, 0.374, 0.457, 0.477, -0.396, -0.005, 0.692, -0.074, -1.052, -0.808, 0.421, -0.630, 0.475, 0.422, 0.444, 1.138, -0.758, -1.229, -1.334, 0.133, -0.162, 0.415, 0.457, 0.631, 1.157, 0.015, -0.565, 0.944, -1.029, -0.412, 0.284, 0.501, 0.323, 0.279, 0.483, 0.290, -0.775, -1.296, 0.950, -1.384, 0.358, 0.387, 0.585, -0.851, 1.046, 1.652, -0.415, -0.392, -2.933, -0.803, 0.243, -0.729, 0.801, 1.238, 0.817, 0.458, -1.095, -0.760, -0.456, -0.600, 0.010, 0.533, 0.429, 0.627, 0.899, 0.140, -0.186, -0.499, -0.828, -0.358, 0.518, 0.625, 0.496, 0.497, 0.438],
  "lumo_energy_ev": 0.26,
  "fmax_ev_per_a": 7.338,
  "e_above_lowest_ev": 21.066,
  "homo_ev": -6.5,
  "energy_ha": -1890.7625,
  "gap_ev": 6.81
}